This record from the OMol25 dataset describes a cluster of 7 separate species, C30H80B2F8N5O10 in total. The level of theory is ωB97M-V/def2-TZVPD.

## Properties
LUMO: -5.6845 eV
gap between HOMO and LUMO: 9.780 eV
total charge: +3
ΔE to the lowest compared entry with this formula, charge and spin: 0.00 kJ/mol

Atoms and positions in Å:
F1 -0.114 -1.300 0.327
F2 4.495 -2.375 -3.767
F3 2.336 -3.100 -3.842
F4 1.086 0.198 -0.943
F5 3.607 -3.587 -2.006
F6 2.931 -1.413 -2.368
F7 -1.167 0.479 -0.708
F8 0.289 0.827 1.094
O1 -4.603 -1.949 0.812
O2 -1.264 6.617 5.269
O3 -1.167 -4.721 -2.889
O4 -1.717 2.808 4.630
O5 2.757 3.560 -3.619
O6 5.650 -1.356 1.295
O7 1.059 -1.343 -5.895
O8 -3.982 -5.918 -0.473
O9 1.483 -3.424 2.349
O10 1.235 5.813 -0.904
N1 -2.685 4.719 6.288
N2 -5.539 -3.699 -0.999
N3 3.137 -1.425 1.472
N4 -0.307 -2.282 -3.636
N5 1.329 3.143 -1.274
C1 0.733 2.906 -2.627
C2 -0.154 -2.697 -2.193
C3 -4.997 -1.359 -0.395
C4 -3.144 3.302 6.481
C5 -1.086 6.544 6.660
C6 -0.057 -4.205 -2.199
C7 -4.634 -4.196 -2.071
C8 1.838 2.505 -3.572
C9 3.994 3.152 -4.194
C10 7.029 -1.309 1.624
C11 0.358 3.694 -0.305
C12 -2.682 -5.483 -0.103
C13 0.014 -0.588 -5.367
C14 3.656 -0.250 0.671
C15 1.530 6.982 -0.154
C16 2.592 -3.790 1.560
C17 -2.212 2.305 5.841
C18 5.145 -0.099 0.919
C19 -5.998 -2.281 -1.074
C20 2.902 -2.636 0.634
C21 0.268 -4.031 1.923
C22 -0.066 -0.813 -3.864
C23 0.026 5.147 -0.585
C24 -4.335 -5.660 -1.799
C25 -0.829 7.872 4.755
C26 -0.964 -6.059 -3.316
C27 -3.204 -1.894 1.122
C28 -0.902 1.846 3.967
C29 -1.534 5.170 7.104
C30 2.299 -0.682 -6.025
B1 -0.014 0.049 -0.040
B2 3.383 -2.608 -2.998
H1 -0.880 -0.267 -3.385
H2 0.383 -5.109 2.087
H3 -3.324 3.116 7.537
H4 1.400 2.310 -4.558
H5 4.472 2.344 -3.630
H6 4.677 3.997 -4.163
H7 2.866 -1.096 -6.859
H8 -4.164 -1.072 -1.049
H9 -3.622 -6.065 -2.526
H10 -4.122 3.273 5.995
H11 2.036 -2.433 0.011
H12 1.667 2.230 -0.940
H13 0.928 -4.465 -2.603
H14 -6.925 -2.263 -0.502
H15 5.280 0.609 1.755
H16 2.324 1.595 -3.187
H17 -2.562 -4.397 -0.232
H18 -1.126 -6.789 -2.517
H19 3.416 -4.016 2.243
H20 0.719 -2.128 -1.893
H21 -1.392 2.019 6.517
H22 -5.215 -4.162 -2.995
H23 -5.512 -0.411 -0.206
H24 -1.643 -6.268 -4.142
H25 -3.068 -2.576 1.954
H26 -5.169 -3.791 -0.040
H27 2.899 -0.837 -5.124
H28 -0.753 4.415 7.022
H29 0.355 3.889 -2.909
H30 7.623 -1.144 0.723
H31 -1.685 7.325 7.145
H32 -0.522 -3.647 2.562
H33 -0.661 5.244 -1.432
H34 0.047 -3.880 0.863
H35 2.476 -4.692 0.951
H36 -0.044 6.670 6.971
H37 2.403 7.421 -0.634
H38 7.327 -2.228 2.118
H39 3.400 -0.475 -0.365
H40 -0.540 2.312 3.050
H41 0.438 -2.711 -4.220
H42 0.718 7.708 -0.226
H43 0.896 -0.606 -3.393
H44 -1.000 7.894 3.680
H45 2.989 0.559 0.961
H46 2.262 -1.225 1.958
H47 5.721 0.307 0.084
H48 -5.237 -6.242 -2.016
H49 7.222 -0.490 2.327
H50 2.141 3.773 -1.304
H51 -3.515 5.297 6.450
H52 -1.211 -2.528 -4.032
H53 -0.073 2.183 -2.555
H54 -1.869 5.149 8.141
H55 3.791 -2.814 0.039
H56 -0.482 5.630 0.253
H57 -2.760 1.364 5.692
H58 2.283 0.391 -6.260
H59 0.249 7.993 4.892
H60 -6.352 -4.320 -1.022
H61 3.850 -1.650 2.174
H62 -6.209 -1.991 -2.101
H63 -3.783 -3.535 -2.217
H64 -2.950 -0.862 1.374
H65 0.710 3.558 0.714
H66 -1.381 8.699 5.204
H67 0.038 -6.244 -3.715
H68 -2.570 -5.699 0.955
H69 3.847 2.854 -5.234
H70 -2.518 4.917 5.292
H71 -2.558 -2.154 0.281
H72 -1.064 -2.347 -1.708
H73 -1.532 1.066 3.519
H74 1.783 6.774 0.889
H75 -0.590 3.159 -0.400
H76 -1.923 -5.955 -0.724
H77 -0.015 -4.558 -1.159
H78 -0.907 -0.951 -5.839
H79 0.110 0.480 -5.581
H80 -0.120 1.465 4.619

---

This record from the OMol25 dataset describes a cluster of 2 separate species, C22H17F3S in total. The level of theory is ωB97M-V/def2-TZVPD.

## Properties
LUMO: -2.1924 eV
gap between HOMO and LUMO: 4.689 eV

Atoms and positions in Å:
S1 1.364 0.816 1.615
F1 -2.186 4.800 0.990
F2 -1.068 6.453 0.062
F3 -1.518 4.642 -1.104
C1 2.531 4.533 0.830
C2 2.107 -1.709 -0.216
C3 4.578 -3.067 -0.503
C4 -5.368 -3.051 -0.496
C5 1.332 2.478 1.368
C6 3.384 -3.792 -0.444
C7 4.539 -1.669 -0.394
C8 2.539 3.239 1.344
C9 -0.379 -1.670 -0.390
C10 -5.311 -1.647 -0.487
C11 2.168 -3.136 -0.271
C12 0.113 3.183 1.170
C13 -2.949 -3.166 -0.410
C14 1.340 5.119 0.378
C15 -2.873 -1.737 -0.389
C16 -4.088 -1.001 -0.444
C17 -4.184 -3.800 -0.464
C18 -1.152 5.090 0.141
C19 0.848 -1.001 -0.237
C20 -1.621 -1.050 -0.287
C21 3.331 -1.005 -0.233
C22 0.135 4.451 0.589
H1 -0.824 2.694 1.417
H2 3.406 -4.882 -0.516
H3 3.459 5.105 0.760
H4 -4.223 -4.890 -0.486
H5 1.247 -3.723 -0.206
H6 -4.029 0.094 -0.438
H7 5.469 -1.104 -0.431
H8 1.351 6.095 -0.092
H9 -6.230 -1.064 -0.523
H10 -2.033 -3.755 -0.351
H11 -1.623 0.037 -0.154
H12 0.799 0.099 -0.408
H13 -0.347 -2.717 -0.723
H14 -6.327 -3.555 -0.546
H15 3.310 0.084 -0.120
H16 5.527 -3.586 -0.590
H17 3.458 2.765 1.691

---

This record from the OMol25 dataset describes a cluster of 2 separate species, C7H10N4S2 in total. The level of theory is ωB97M-V/def2-TZVPD.

## Properties
LUMO (spin up / spin down): -1.9738 / -1.9761 eV
gap between HOMO and LUMO (spin up / spin down): 5.354 / 5.351 eV
ΔE to the lowest compared entry with this formula, charge and spin: 558.53 kJ/mol

Atoms and positions in Å:
S1 -1.666 1.360 -1.693
S2 -2.788 -1.860 0.986
N1 -1.444 0.900 -0.206
N2 -2.349 1.337 0.678
N3 -1.687 -0.834 1.972
N4 -0.593 -0.881 1.424
C1 1.472 -2.991 -0.947
C2 0.799 -1.725 -0.529
C3 -3.509 2.080 0.195
C4 0.737 -2.263 -1.932
C5 -0.388 -1.604 0.276
C6 -3.156 2.379 -1.256
C7 -1.585 -2.329 -0.072
H1 -0.194 -2.535 -2.322
H2 1.462 -0.853 -0.439
H3 -3.974 2.134 -2.034
H4 -2.913 3.451 -1.347
H5 1.449 -1.936 -2.640
H6 -4.572 1.700 0.188
H7 -3.463 2.978 0.761
H8 2.578 -2.891 -1.008
H9 -2.485 0.636 1.487
H10 1.187 -3.999 -0.767

---

This record from the OMol25 dataset describes a cluster of 2 separate species, C31H51BClFN3O9P2S in total. The level of theory is ωB97M-V/def2-TZVPD.

## Properties
LUMO: -4.6095 eV
gap between HOMO and LUMO: 4.477 eV
total charge: +1

Atoms and positions in Å:
Cl1 3.505 1.223 -3.734
S1 3.344 -2.150 0.413
P1 -4.270 2.784 -0.406
P2 -2.619 5.663 -2.465
F1 -0.802 -3.204 -0.969
O1 3.889 -1.123 1.246
O2 -1.863 6.907 -2.511
O3 0.288 5.655 -3.770
O4 -4.176 5.942 -2.078
O5 -1.231 -1.454 0.292
O6 -7.483 0.987 1.983
O7 -2.741 4.859 -3.835
O8 4.462 -3.264 0.167
O9 2.158 -2.803 0.857
N1 -2.469 0.814 -1.380
N2 -4.014 3.176 1.101
N3 7.175 -5.076 4.010
C1 -1.337 0.324 -1.899
C2 -5.915 -0.911 -1.593
C3 1.942 1.652 -3.125
C4 7.307 -3.598 6.099
C5 -1.097 -1.924 -0.785
C6 -1.705 3.084 -1.488
C7 2.731 3.971 -3.408
C8 -0.482 2.616 -2.078
C9 -1.335 -1.171 -2.082
C10 3.701 4.658 -3.583
C11 6.452 -4.247 3.062
C12 1.393 -0.725 -2.949
C13 -7.017 -0.035 1.127
C14 -1.959 4.531 -1.156
C15 -0.269 1.203 -2.252
C16 -6.558 1.225 3.031
C17 6.415 -6.165 4.595
C18 -4.663 -0.141 -2.085
C19 0.991 0.718 -2.780
C20 5.793 -7.087 3.556
C21 1.622 -1.484 -1.610
C22 -7.912 -0.122 -0.111
C23 1.040 6.064 -1.344
C24 -7.178 -0.029 -1.456
C25 8.003 -4.367 4.970
C26 -3.596 -0.051 -0.976
C27 1.710 3.045 -2.999
C28 5.170 -3.550 3.533
C29 -2.674 2.165 -1.170
C30 0.530 3.529 -2.486
C31 3.099 -1.425 -1.209
B1 0.590 5.133 -2.534
H1 -5.701 1.807 2.674
H2 4.522 -4.219 4.102
H3 -7.877 -0.354 -2.229
H4 -8.531 -1.015 -0.045
H5 6.199 -4.870 2.198
H6 -7.029 -0.990 1.670
H7 0.692 5.729 -0.368
H8 6.844 -2.679 5.743
H9 1.092 -0.932 -0.829
H10 -7.053 1.783 3.822
H11 1.024 6.162 -4.132
H12 -4.908 0.845 -2.485
H13 -6.178 0.283 3.443
H14 -1.074 4.998 -0.731
H15 7.103 -6.756 5.206
H16 -5.654 -1.417 -0.662
H17 7.146 -3.497 2.671
H18 4.610 -3.209 2.662
H19 -3.992 0.262 -0.013
H20 2.355 -0.768 -3.448
H21 -5.961 0.167 0.887
H22 6.545 -4.199 6.596
H23 -3.298 -1.071 -0.786
H24 -8.593 0.729 -0.051
H25 0.776 -1.288 -3.648
H26 5.378 -2.673 4.144
H27 -6.972 1.020 -1.679
H28 0.668 7.069 -1.544
H29 -2.335 -1.496 -2.385
H30 8.654 -3.680 4.422
H31 5.334 -7.943 4.052
H32 -4.248 4.150 1.271
H33 6.550 -7.459 2.865
H34 5.113 -2.929 -0.466
H35 -5.219 1.767 -0.494
H36 8.676 -5.102 5.423
H37 -4.217 6.109 -1.127
H38 3.709 -1.933 -1.959
H39 1.265 -2.507 -1.669
H40 -4.208 -0.694 -2.912
H41 5.623 -5.812 5.274
H42 -3.603 4.418 -3.878
H43 -6.118 -1.691 -2.326
H44 -2.672 4.622 -0.336
H45 -4.736 3.809 -1.247
H46 5.013 -6.588 2.980
H47 3.420 -0.386 -1.165
H48 2.133 6.128 -1.333
H49 4.480 5.334 -3.852
H50 8.042 -3.315 6.855
H51 -0.736 -1.541 -2.899